Below is a 2-piece molecular cluster, C4H9N4 overall in a non-equilibrium geometry, with properties calculated with ωB97M-V/def2-TZVPD.

**Multiplicity**: 3
**Energy above the lowest of the compared OMol25 structures with the same formula, charge and spin**: 94.6 kcal per mole
**Calculated total energy**: -10240.3224 eV
**LUMO energy (spin up / spin down)**: -0.1253 / -0.3512 hartree
**Charge**: +1

Last column: natural (NBO) charge in e.
Atoms and positions in Å:
C  -2.7707  -0.7506  0.2748  0.153
C  -2.8280  0.4450  -0.7325  0.070
C  1.3144  1.3572  0.2363  -0.679
C  0.3685  0.3009  0.4256  0.068
N  -1.5924  -0.7780  0.7069  -0.232
N  -1.6442  0.8868  -0.8451  -0.252
N  -0.8498  0.0915  0.0032  0.137
N  2.2351  -1.2514  -0.1687  -0.963
H  -3.6491  -1.3384  0.6164  0.260
H  -3.6845  0.9602  -1.0982  0.254
H  1.7958  1.3810  -0.7187  0.248
H  2.1678  1.2909  1.0813  0.255
H  0.7898  2.2890  0.2945  0.253
H  0.7846  -0.5042  1.0056  0.261
H  2.2324  -1.3583  -1.2526  0.392
H  3.0530  -0.7764  0.0488  0.381
H  2.2772  -2.2451  0.1224  0.396

Atoms 1-2, force components in eV/Å:
C -5.42 2.27 -2.91
C -0.97 -2.48 2.04